A cluster of 2 separate species, C3H7F2O2P in total at a distorted geometry, computed with wB97M-V/def2-TZVPD.

ORCA input file:
```
! wB97M-V def2-TZVPD RIJCOSX def2/J DEFGRID3
* xyz 0 1
C 1.44 0.49 -0.44
C 1.46 0.13 0.98
C -2.18 0.71 -0.62
O -1.21 -2.54 0.92
O 0.61 -0.98 1.31
F -3.16 0.81 0.38
F -1.51 1.83 -0.66
P -0.53 -1.49 0.31
H 1.85 -0.26 -1.14
H 0.35 0.38 -0.73
H 1.79 1.52 -0.65
H 1.06 0.86 1.69
H 2.51 -0.09 1.25
H -2.54 0.29 -1.58
H 0.06 -1.67 -1.01
*
```

## Properties
energy relative to the best compared isomer or geometry (same formula, charge and spin) = 570.1 kJ/mol
F_max = 6.7 eV Å⁻¹
Kohn-Sham gap (spin up / spin down) = 8.45 / 8.19 eV
total energy = -22040.1779 eV
M = 144.1 u